The following is a quantum chemistry calculation of a structure of composition C11H16ClIN2OPTb in a non-equilibrium geometry, from OMol25.

Atoms and positions in Å:
C  2.95763  3.03988  -4.09993
I  1.48934  2.40099  -2.61203
H  3.86073  2.43953  -3.96050
H  3.17089  4.09971  -3.94699
H  2.53176  2.87436  -5.09261
Tb  0.41539  0.02380  0.01812
P  -0.99097  -1.69095  -1.63815
C  -2.37620  -1.03384  -2.53594
C  0.33511  -2.14588  -2.77440
H  -0.60601  -3.53286  -0.13000
H  -1.77495  -3.85397  -1.47269
H  -2.27406  -2.90012  -0.02249
C  -1.45610  -3.14942  -0.70118
H  1.20970  -2.51725  -2.22934
H  -0.11333  -2.93269  -3.38753
H  -2.65473  -1.86829  -3.18080
H  -2.06120  -0.15904  -3.09488
H  0.62590  -1.28265  -3.38085
H  -3.15740  -0.77185  -1.83041
C  -1.43202  1.45904  -0.51766
O  -2.18036  2.27371  -0.75988
Cl  1.81979  -1.94886  0.64093
N  0.39624  1.62011  7.24095
C  0.32603  1.34510  6.08189
C  0.25280  1.04594  4.67733
C  1.04036  1.84826  3.82163
C  0.96785  1.60528  2.47953
N  0.10288  0.63542  2.08313
C  -0.64403  -0.19837  2.89362
C  -0.56982  0.04091  4.22159
H  1.67962  2.63828  4.19368
H  1.54051  2.15489  1.71198
H  -1.24917  -0.98142  2.39905
H  -1.18218  -0.57774  4.90484

The value obtained for the LUMO energy (alpha / beta) is -8.3 / -8.2 eV. Its HOMO energy (alpha / beta) is -16.1 / -15.9 eV. For the orbital gap (alpha / beta), the calculation gives 7.7 / 7.7 eV. Its net charge is +2. The total energy is -2536.6486 a.u. As for the max |F|: 4.97 eV/Å. The spin multiplicity is 7.

---

The following is a quantum chemistry calculation of a structure of composition C8H17Cl2GdNO3P in a non-equilibrium geometry, from OMol25.

Atoms and positions in Å:
C  -0.03429  -1.42639  -5.95538
C  0.47563  -0.99139  -4.60911
H  -0.03934  -2.51877  -6.00865
H  0.59819  -1.01893  -6.75536
H  -1.05542  -1.04571  -6.09251
O  0.76904  -1.66219  -3.64850
Cl  0.59171  0.78897  -4.51191
Gd  0.82892  0.26003  -0.35652
P  -1.53283  -0.40708  0.72341
C  -2.25160  -1.56782  1.88357
C  -2.13283  1.20957  1.36004
H  -2.23728  0.17809  -1.56542
H  -3.57520  -0.45366  -0.50587
H  -2.35726  -1.59645  -1.21973
C  -2.52329  -0.58375  -0.81279
H  -1.83295  2.04164  0.69416
H  -3.23276  1.12030  1.41193
H  -3.33717  -1.39700  1.92420
H  -1.80873  -1.39893  2.87130
H  -1.71341  1.36428  2.37026
H  -2.03585  -2.58588  1.55078
C  1.08417  -2.09879  1.54360
O  1.16258  -2.72712  2.49655
Cl  0.32027  2.35170  -1.45646
C  2.47432  2.24698  3.51387
C  2.49789  1.36195  2.31880
N  3.69844  0.89130  1.93329
O  1.47165  1.05465  1.62875
H  3.51390  2.39347  3.83801
H  1.91331  1.80799  4.36110
H  2.03300  3.22231  3.25079
H  3.74947  0.02466  1.39906
H  4.51770  1.16197  2.42472

The value obtained for the LUMO energy (alpha / beta) is -7.6 / -9.9 eV. Its HOMO energy (alpha / beta) is -16.3 / -16.2 eV. For the orbital gap (alpha / beta), the calculation gives 8.7 / 6.4 eV. Its net charge is +2. The total energy is -2622.4248 a.u. As for the max |F|: 3.28 eV/Å. The spin multiplicity is 8.

---

The following is a quantum chemistry calculation of a structure of composition C31H31N2O in a non-equilibrium geometry, from OMol25.

Atoms and positions in Å:
C  5.38392  -4.62851  -2.01445
O  5.06878  -3.21688  -2.18423
C  3.80460  -2.79827  -1.83481
C  3.54800  -1.40339  -1.89549
C  2.29623  -0.93489  -1.54884
C  1.24627  -1.82787  -1.22005
C  -0.08218  -1.27608  -1.10625
C  -1.28684  -2.05732  -1.31085
C  -2.53791  -1.45289  -1.02012
C  -3.71971  -2.12408  -1.24974
C  -3.72332  -3.41970  -1.82231
C  -5.01922  -4.15912  -2.03580
C  -2.49864  -4.00652  -2.19150
C  -1.30384  -3.34491  -1.90967
C  1.54456  -3.20233  -1.03208
C  2.81440  -3.69273  -1.34256
H  6.46504  -4.66067  -2.14856
H  5.11199  -4.99881  -1.00901
H  4.88706  -5.23505  -2.79071
H  4.29883  -0.76490  -2.36143
H  2.05848  0.12211  -1.64587
H  -0.15299  -0.18044  -1.46300
H  -2.52915  -0.41585  -0.67850
H  -4.66155  -1.59665  -1.11494
H  -4.83841  -5.23245  -2.06346
H  -5.69079  -3.92278  -1.21030
H  -5.51700  -3.88002  -2.97083
H  -2.47811  -4.94217  -2.78692
H  -0.37034  -3.73748  -2.30935
H  0.77542  -3.90518  -0.76030
H  2.96295  -4.77631  -1.37955
C  2.11210  5.48226  2.39236
C  0.74822  5.69115  2.12217
C  -0.19396  4.70625  2.43623
C  0.21825  3.44532  2.88876
C  -0.73194  2.30426  3.03720
N  -0.46888  1.10290  2.30578
C  -0.08883  -0.08706  3.01210
C  0.07498  -1.09888  1.88096
N  -0.22577  -0.37856  0.65513
C  -0.57199  0.85599  0.97932
C  -1.04593  1.99684  0.15660
C  -2.32390  2.57617  0.37338
C  -2.71074  3.68929  -0.37677
C  -1.82024  4.29490  -1.26461
C  -0.53211  3.77092  -1.41560
C  -0.11983  2.66208  -0.66972
C  1.54816  3.27242  3.24998
C  2.50947  4.25008  2.96192
H  2.86298  6.26353  2.17445
H  0.43101  6.66012  1.68359
H  -1.26178  4.93150  2.34239
H  -0.66136  1.96233  4.09048
H  -1.75002  2.62592  2.88115
H  0.83486  0.10251  3.57767
H  -0.87654  -0.38318  3.71467
H  1.08162  -1.54953  1.89638
H  -0.63318  -1.93956  1.98083
H  -2.98877  2.16066  1.14407
H  -3.70379  4.10119  -0.24510
H  -2.10112  5.20479  -1.79447
H  0.18148  4.23112  -2.08491
H  0.92648  2.30671  -0.66726
H  1.85240  2.37515  3.79578
H  3.57213  4.08261  3.19657

Its energy above the lowest of the compared OMol25 structures with the same formula, charge and spin is 18.5 kcal/mol. The value obtained for the LUMO energy is -3.2 eV. Its HOMO energy is -11.3 eV. For the orbital gap, the calculation gives 8.1 eV. Its net charge is +1. The total energy is -1384.3674 a.u. As for the max |F|: 3.32 eV/Å.

---

The following is a quantum chemistry calculation of the ion C4H8Br2N with charge +1 in a non-equilibrium geometry, from OMol25.

Atoms and positions in Å:
C  1.12629  -1.89164  0.97941
C  0.04333  -1.16939  0.76591
C  0.32481  1.92947  -0.43318
C  -0.26627  -0.68884  -0.63002
N  -0.71168  0.89983  -0.42690
Br  -1.21711  -0.83956  2.16386
Br  -1.97195  -1.43948  -1.28554
H  1.23283  -2.37105  2.00327
H  1.72234  -2.12132  0.08568
H  1.09950  1.75462  -1.08904
H  -0.03230  2.93312  -0.64417
H  0.76802  1.91395  0.50035
H  0.45934  -0.95241  -1.38653
H  -1.37935  1.14355  -1.07373
H  -1.19779  0.89916  0.47065

Its energy above the lowest of the compared OMol25 structures with the same formula, charge and spin is 0.0 kcal/mol. The value obtained for the LUMO energy (alpha / beta) is -3.3 / -7.5 eV. Its HOMO energy (alpha / beta) is -10.2 / -14.6 eV. For the orbital gap (alpha / beta), the calculation gives 6.9 / 7.2 eV. Its net charge is +1. The total energy is -5359.5309 a.u. As for the max |F|: 10.20 eV/Å. The spin multiplicity is 3.

---

The following is a quantum chemistry calculation of a structure of composition C18H25AsAuF9NO3SSi2 in a non-equilibrium geometry, from OMol25.

Atoms and positions in Å:
Au  -0.29495  0.82487  -0.03892
F  0.97088  -0.09550  2.26471
As  2.44665  0.77336  1.84805
F  3.24902  -0.81848  1.94814
F  2.15913  0.24343  0.10284
F  3.93951  1.47002  1.16767
F  1.67253  2.25536  1.43738
F  3.01073  1.10410  3.40994
F  -2.96826  2.66072  3.58712
C  -1.69731  2.99180  3.83205
F  -1.41937  4.08284  3.12402
F  -1.59771  3.29474  5.12055
S  -0.53228  1.54938  3.31436
O  -1.11516  0.42533  3.96917
O  0.71693  2.04485  3.75989
O  -0.92012  1.71445  1.90065
C  -0.94289  -2.16549  -2.20548
Si  -0.31649  -2.55103  -0.43277
C  1.58076  -2.62262  -0.42731
C  -1.07521  -4.22597  0.10824
N  -1.03985  -1.22797  0.46068
C  -1.83101  -1.24015  1.51805
C  -2.85556  -0.26490  1.66873
C  -3.71295  -0.29772  2.73610
C  -3.56546  -1.26229  3.72911
C  -2.54212  -2.20100  3.62946
C  -1.69490  -2.20410  2.55415
H  -0.39215  -2.74298  -2.93918
H  -0.80051  -1.11582  -2.43588
H  -1.99734  -2.39557  -2.31507
H  1.92337  -3.52846  -0.91825
H  1.98812  -2.59822  0.58056
H  2.00082  -1.77847  -0.96254
H  -1.07692  -4.91446  -0.73067
H  -2.09870  -4.12146  0.45129
H  -0.50364  -4.69289  0.90360
H  -2.94710  0.49047  0.90498
H  -4.48801  0.44910  2.82424
H  -4.22724  -1.26639  4.58042
H  -2.39148  -2.91501  4.42426
H  -0.86541  -2.88654  2.49572
C  2.13747  3.45258  -1.20391
Si  0.69724  2.30512  -1.69449
C  -0.72358  3.35241  -2.45258
C  1.30079  1.00045  -2.95957
C  0.47288  0.60352  -4.00861
C  0.90582  -0.32404  -4.93875
C  2.16951  -0.88144  -4.82661
C  2.99546  -0.50661  -3.77919
C  2.56419  0.42341  -2.84989
H  2.54883  3.98743  -2.05895
H  2.93860  2.87290  -0.74630
H  1.80398  4.18132  -0.46767
H  -0.35618  3.88441  -3.32414
H  -1.08861  4.08278  -1.73871
H  -1.56624  2.74199  -2.75688
H  -0.51246  1.03533  -4.10736
H  0.25597  -0.61018  -5.75404
H  2.50882  -1.60208  -5.55768
H  3.98137  -0.93768  -3.68840
H  3.21785  0.69707  -2.03635

The value obtained for the LUMO energy (alpha / beta) is -4.0 / -4.0 eV. Its HOMO energy (alpha / beta) is -8.9 / -9.7 eV. For the orbital gap (alpha / beta), the calculation gives 4.9 / 5.7 eV. The total energy is -5228.8457 a.u. As for the max |F|: 4.82 eV/Å. The spin multiplicity is 2.

---

The following is a quantum chemistry calculation of a structure of composition C14H16CrI2N3O5S, from OMol25.

Atoms and positions in Å:
Cr  -1.15449  0.30323  -0.11625
I  -3.70576  0.98751  0.90841
C  -3.17896  3.06592  0.93507
I  -1.10161  3.36731  0.63697
H  -3.45411  3.44283  1.91201
H  -3.72532  3.55142  0.13369
O  4.74207  -4.79415  2.27086
C  3.48458  -5.32372  2.55446
N  2.51551  -4.28839  2.91434
C  2.09466  -3.42767  1.97441
O  2.40483  -3.51598  0.79740
C  1.18616  -2.29886  2.40356
C  1.02881  -1.80906  3.69121
C  0.18865  -0.72474  3.90530
C  -0.46601  -0.16119  2.83192
N  -0.31695  -0.62716  1.57936
C  0.49441  -1.67252  1.38197
H  4.74024  -4.46651  1.36428
H  3.58667  -5.98303  3.41214
H  3.07679  -5.87992  1.71058
H  2.29962  -4.14115  3.88444
H  1.56360  -2.23866  4.52860
H  0.04918  -0.31342  4.89444
H  -1.12467  0.68753  2.95924
H  0.62053  -2.04594  0.37379
N  0.58684  0.34460  -1.24784
C  -0.06671  1.18666  -2.24601
C  0.59772  2.14224  -2.99096
C  -0.14333  3.00421  -3.79192
C  -1.53052  2.91400  -3.85499
C  -2.19746  1.93015  -3.14669
C  -1.45777  1.10107  -2.31793
S  -2.52891  4.12509  -4.76853
O  -3.66997  4.25833  -3.87952
O  -1.64860  5.26897  -4.83134
O  -2.78771  3.44098  -6.01333
H  1.34465  0.86192  -0.80714
H  0.99865  -0.50614  -1.62643
H  1.67578  2.23674  -2.92682
H  0.33878  3.79587  -4.35197
H  -3.27805  1.88521  -3.18810
H  -2.08180  0.31644  -1.85267

Its energy above the lowest of the compared OMol25 structures with the same formula, charge and spin is 32.3 kcal/mol. The value obtained for the LUMO energy (alpha / beta) is -4.7 / -4.8 eV. Its HOMO energy (alpha / beta) is -10.3 / -10.3 eV. For the orbital gap (alpha / beta), the calculation gives 5.6 / 5.5 eV. Its net charge is +1. The total energy is -3121.3387 a.u. As for the max |F|: 0.71 eV/Å. The spin multiplicity is 5.